The following is a quantum chemistry calculation of a single C19H26F2N2O3 molecule, from the OMol25 dataset.

**Total charge**: 0
**SMILES string**: COCCC(=O)N1CCC[C@H](CCC(=O)NCc2ccc(F)c(F)c2)C1
**F_max**: 0.6 eV Å⁻¹
**LUMO level**: 0.63 eV
**Kohn-Sham gap**: 9.6 eV
**Spin multiplicity**: 1
**HOMO level**: -0.3284 Ha

CARTESIAN COORDINATES (ANGSTROEM)
C: 1.3652 1.8453 -3.7049
H: 2.3771 1.5057 -3.9169
O: 1.1268 1.5637 -2.3477
C: -0.1554 1.9304 -1.8928
H: -0.4690 2.8683 -2.3700
C: -1.2304 0.8525 -2.1226
C: -1.0754 -0.2559 -1.1006
O: -1.5373 -0.1021 0.0256
N: -0.4697 -1.4078 -1.4501
C: 0.4383 -1.6306 -2.5518
H: 0.2100 -2.6133 -2.9809
C: 1.8878 -1.6012 -2.0518
C: 2.0959 -2.5688 -0.8860
H: 1.9791 -3.5997 -1.2306
H: 3.1092 -2.4592 -0.4962
C: 1.0715 -2.2762 0.2129
C: 1.2399 -3.1656 1.4438
H: 1.0240 -4.2033 1.1774
H: 2.2788 -3.1141 1.7762
C: 0.3384 -2.7531 2.6163
C: 0.6781 -1.3551 3.1144
O: 1.5076 -1.1514 3.9794
N: -0.0133 -0.3553 2.5297
H: -0.6351 -0.5007 1.7415
C: 0.2652 1.0273 2.8653
C: -0.7833 1.9341 2.2940
C: -2.1279 1.6054 2.4173
C: -3.0928 2.4135 1.8509
C: -2.7287 3.5650 1.1648
C: -1.3955 3.9118 1.0563
C: -0.4300 3.0940 1.6170
H: 0.6113 3.3636 1.5227
H: -1.1294 4.8120 0.5252
F: -3.6665 4.3495 0.6002
F: -4.3895 2.0825 1.9711
H: -2.4346 0.7146 2.9411
H: 1.2575 1.3143 2.4935
H: 0.2978 1.1067 3.9594
H: 0.5124 -3.4423 3.4438
H: -0.7129 -2.8057 2.3351
H: 1.2012 -1.2330 0.5180
C: -0.3158 -2.4168 -0.4191
H: -0.4244 -3.4038 -0.8786
H: -1.1169 -2.2763 0.3053
H: 2.5539 -1.8554 -2.8777
H: 2.1155 -0.5839 -1.7281
H: 0.3045 -0.8781 -3.3246
H: -1.2088 0.4880 -3.1479
H: -2.2018 1.3118 -1.9335
H: -0.0619 2.1023 -0.8162
H: 1.2939 2.9217 -3.9012
H: 0.6652 1.3247 -4.3686